--- P ---
A 11-piece molecular cluster, C45H67BN10O overall, computed with wB97M-V/def2-TZVPD.

Positions of all 124 atoms, in Å:
1 C -47.633 0.481 -27.124
2 C -47.645 0.680 -28.607
3 C -48.363 1.914 -29.059
4 C -47.562 3.211 -28.622
5 C -46.270 3.185 -29.498
6 C -45.468 1.979 -29.175
7 N -46.244 0.742 -29.041
8 O -45.592 -0.397 -28.949
9 C -44.569 2.139 -27.932
10 C -44.485 1.759 -30.422
11 C -48.301 -0.507 -29.165
12 H -47.058 1.267 -26.529
13 H -47.275 -0.387 -26.872
14 H -48.634 0.592 -26.613
15 H -49.301 1.825 -28.648
16 H -48.435 1.755 -30.167
17 H -47.173 3.214 -27.495
18 H -48.143 3.995 -28.708
19 H -45.822 4.116 -29.350
20 H -46.440 3.309 -30.695
21 H -43.903 1.226 -27.663
22 H -45.023 2.157 -26.994
23 H -43.989 2.800 -28.133
24 H -44.110 2.735 -30.573
25 H -45.062 1.379 -31.170
26 H -43.677 1.161 -30.053
27 H -47.762 -1.458 -28.924
28 H -48.013 -0.528 -30.257
29 H -49.333 -0.723 -28.866
30 B -51.168 5.757 -27.738
31 H -52.297 5.540 -27.501
32 H -50.834 5.701 -28.989
33 H -50.637 6.851 -27.261
34 H -50.314 4.991 -27.207
35 N -40.585 4.896 -27.697
36 C -41.320 4.450 -28.725
37 C -41.444 3.036 -28.685
38 C -40.759 2.559 -27.438
39 C -40.234 3.863 -26.751
40 H -40.416 5.796 -27.198
41 H -41.567 5.296 -29.601
42 H -41.784 2.270 -29.398
43 H -40.782 1.608 -26.987
44 H -39.586 4.118 -25.779
45 N -48.054 -2.415 -22.349
46 C -46.799 -3.127 -22.457
47 C -45.808 -2.193 -23.326
48 C -46.650 -1.081 -23.824
49 C -48.034 -1.229 -23.102
50 H -48.753 -2.800 -21.790
51 H -46.552 -4.115 -21.876
52 H -44.696 -2.608 -23.458
53 H -46.390 -0.215 -24.296
54 H -48.752 -0.551 -23.144
55 N -42.991 5.687 -33.328
56 C -44.062 6.136 -32.631
57 C -45.134 5.088 -32.656
58 C -44.532 3.953 -33.542
59 C -43.170 4.355 -33.947
60 H -41.971 6.128 -33.291
61 H -44.134 7.219 -32.559
62 H -46.028 5.171 -32.086
63 H -44.988 3.049 -33.693
64 H -42.423 3.964 -34.656
65 N -40.236 -0.292 -33.471
66 C -40.192 1.041 -32.940
67 C -41.711 1.386 -32.713
68 C -42.485 0.120 -33.003
69 C -41.550 -0.885 -33.433
70 H -39.492 -0.841 -33.815
71 H -39.306 1.791 -33.198
72 H -42.178 2.314 -32.352
73 H -43.572 0.034 -32.928
74 H -41.777 -1.830 -33.716
75 N -51.773 2.120 -27.226
76 C -52.285 1.457 -28.344
77 C -52.228 0.070 -27.892
78 C -52.025 0.038 -26.372
79 C -51.664 1.469 -26.043
80 H -51.687 3.119 -27.259
81 H -52.457 1.992 -29.132
82 H -52.584 -0.617 -28.497
83 H -52.095 -0.803 -25.487
84 H -51.468 1.719 -24.978
85 N -48.935 5.146 -32.934
86 C -49.915 4.438 -32.182
87 C -49.562 2.980 -32.162
88 C -48.280 2.854 -32.815
89 C -47.890 4.283 -33.352
90 H -48.953 6.066 -33.250
91 H -50.714 5.074 -31.831
92 H -50.125 2.182 -31.645
93 H -47.745 2.011 -33.100
94 H -47.054 4.693 -33.819
95 N -48.922 -3.109 -25.138
96 C -50.266 -3.282 -25.302
97 C -50.656 -3.534 -26.666
98 C -49.448 -3.521 -27.438
99 C -48.374 -3.004 -26.470
100 H -48.464 -2.955 -24.352
101 H -50.923 -3.299 -24.353
102 H -51.783 -3.494 -27.058
103 H -49.589 -3.636 -28.603
104 H -47.259 -2.812 -26.786
105 N -48.698 8.216 -29.033
106 C -47.560 7.557 -29.521
107 C -46.741 8.604 -30.333
108 C -47.430 9.880 -30.152
109 C -48.716 9.568 -29.407
110 H -49.311 7.522 -28.509
111 H -47.670 6.527 -29.606
112 H -45.790 8.461 -30.941
113 H -47.127 11.047 -30.106
114 H -49.295 10.442 -28.933
115 N -46.254 5.197 -24.313
116 C -47.458 4.949 -24.802
117 C -47.897 3.495 -24.438
118 C -46.555 2.992 -23.925
119 C -45.563 4.058 -23.795
120 H -45.710 6.296 -24.338
121 H -48.062 5.851 -25.358
122 H -48.828 3.270 -24.614
123 H -46.456 1.778 -23.721
124 H -44.759 4.184 -23.127

Calculated values
- HOMO-LUMO gap (eV) = 3.5
- lowest unoccupied orbital energy (eV) = -3.77

***

--- Q ---
A 11-piece molecular cluster, C45H67BN10O overall, computed with wB97M-V/def2-TZVPD.

Positions of all 124 atoms, in Å:
1 C 2.425 -1.996 -0.313
2 C 1.098 -1.718 0.317
3 C 0.995 -0.698 1.452
4 C 1.001 0.648 0.898
5 C -0.275 0.775 -0.009
6 C -0.257 -0.148 -1.124
7 N 0.106 -1.431 -0.658
8 O -0.364 -2.537 -1.280
9 C 0.788 0.287 -2.341
10 C -1.602 -0.168 -1.664
11 C 0.759 -3.101 1.027
12 H 3.305 -1.094 -0.386
13 H 2.508 -2.913 -0.932
14 H 3.081 -2.420 0.584
15 H 1.751 -0.930 2.402
16 H -0.041 -0.786 2.093
17 H 1.975 0.881 0.437
18 H 0.766 1.417 1.748
19 H -0.311 1.807 -0.318
20 H -1.189 0.523 0.688
21 H 0.759 -0.249 -3.244
22 H 1.631 0.468 -1.821
23 H 0.452 1.020 -2.749
24 H -1.974 0.606 -2.212
25 H -2.416 -0.775 -1.164
26 H -1.496 -0.612 -2.652
27 H 0.776 -3.938 0.530
28 H -0.353 -3.114 1.228
29 H 1.280 -3.071 1.903
30 B 2.428 2.748 3.059
31 H 1.841 3.796 3.170
32 H 3.427 2.338 3.746
33 H 1.498 2.005 3.407
34 H 2.842 2.518 1.897
35 N -3.432 3.046 -5.893
36 C -4.189 2.602 -4.734
37 C -3.572 1.158 -4.512
38 C -2.662 0.891 -5.625
39 C -2.559 2.192 -6.481
40 H -3.549 4.004 -6.498
41 H -4.931 3.265 -4.383
42 H -4.012 0.343 -3.869
43 H -2.093 -0.045 -5.680
44 H -2.011 2.327 -7.394
45 N -4.924 -1.252 0.080
46 C -4.221 -0.539 1.088
47 C -3.060 -1.407 1.477
48 C -3.241 -2.668 0.729
49 C -4.442 -2.479 -0.123
50 H -5.839 -0.949 -0.332
51 H -4.639 0.483 1.464
52 H -2.195 -1.258 2.298
53 H -2.661 -3.657 0.799
54 H -4.905 -3.204 -0.764
55 N 0.547 5.804 -4.066
56 C -0.058 4.715 -4.646
57 C -0.937 4.005 -3.659
58 C -0.621 4.694 -2.406
59 C 0.302 5.879 -2.664
60 H 1.019 6.623 -4.508
61 H -0.029 4.475 -5.593
62 H -1.378 3.173 -3.846
63 H -1.085 4.455 -1.438
64 H 0.720 6.603 -2.083
65 N 4.464 0.230 3.168
66 C 3.944 -0.872 3.802
67 C 4.587 -2.133 3.083
68 C 5.181 -1.638 1.876
69 C 5.131 -0.160 1.963
70 H 3.941 1.143 3.466
71 H 3.332 -0.849 4.624
72 H 4.532 -3.234 3.441
73 H 5.679 -2.203 1.164
74 H 5.480 0.559 1.280
75 N -1.144 -1.565 4.599
76 C 0.193 -1.797 4.693
77 C 0.445 -3.263 4.206
78 C -0.933 -3.639 3.615
79 C -1.841 -2.555 3.945
80 H -1.389 -0.668 4.751
81 H 0.861 -0.935 5.082
82 H 1.339 -3.733 4.022
83 H -1.313 -4.550 3.248
84 H -2.842 -2.323 3.893
85 N 5.439 -3.563 -2.415
86 C 6.063 -3.395 -1.215
87 C 5.448 -4.391 -0.269
88 C 4.270 -5.009 -1.105
89 C 4.419 -4.408 -2.460
90 H 5.815 -2.992 -3.389
91 H 6.918 -2.617 -1.297
92 H 5.910 -4.646 0.705
93 H 3.433 -5.821 -0.842
94 H 3.829 -4.659 -3.382
95 N -1.007 4.237 3.213
96 C -2.120 4.329 4.005
97 C -3.124 5.115 3.067
98 C -2.515 5.174 1.733
99 C -1.145 4.638 1.937
100 H -0.192 3.592 3.559
101 H -2.220 4.335 5.010
102 H -4.296 5.072 3.475
103 H -3.039 5.688 0.776
104 H -0.534 4.345 1.122
105 N -1.785 0.963 5.643
106 C -3.175 0.914 5.646
107 C -3.610 1.106 4.249
108 C -2.417 1.690 3.523
109 C -1.212 1.556 4.475
110 H -1.046 1.179 6.577
111 H -3.601 0.438 6.371
112 H -4.665 1.126 3.880
113 H -2.322 2.087 2.540
114 H -0.149 1.852 4.314
115 N -0.379 -2.177 -6.381
116 C -1.108 -3.016 -5.600
117 C -0.290 -3.543 -4.384
118 C 1.049 -2.962 -4.603
119 C 1.006 -2.107 -5.875
120 H -0.712 -1.742 -7.308
121 H -2.143 -3.185 -5.765
122 H -0.735 -4.149 -3.488
123 H 1.932 -3.001 -3.997
124 H 1.808 -1.284 -6.426

Calculated values
- HOMO-LUMO gap (eV) = 3.8
- lowest unoccupied orbital energy (eV) = -3.15

***

--- R ---
A 11-piece molecular cluster, C45H67BN10O overall, computed with wB97M-V/def2-TZVPD.

Positions of all 124 atoms, in Å:
1 C -2.397 2.157 -0.235
2 C -1.989 0.760 0.270
3 C -2.202 -0.424 -0.776
4 C -1.055 -0.461 -1.842
5 C 0.292 -0.761 -1.158
6 C 0.557 0.300 -0.126
7 N -0.501 0.754 0.695
8 O -0.330 1.574 1.692
9 C 1.053 1.674 -0.844
10 C 1.708 -0.138 0.718
11 C -3.022 0.367 1.423
12 H -1.711 2.554 -1.046
13 H -2.207 2.828 0.544
14 H -3.381 2.352 -0.665
15 H -3.285 -0.324 -1.203
16 H -2.230 -1.496 -0.484
17 H -1.265 0.470 -2.668
18 H -1.170 -1.441 -2.180
19 H 1.095 -0.756 -1.765
20 H 0.303 -1.679 -0.699
21 H 1.221 2.390 -0.082
22 H 0.385 1.949 -1.646
23 H 1.908 1.489 -1.450
24 H 2.404 -0.696 0.057
25 H 1.411 -0.971 1.482
26 H 2.337 0.594 1.261
27 H -2.880 1.164 2.309
28 H -3.076 -0.589 1.977
29 H -3.960 0.383 1.113
30 B -1.953 -3.559 2.680
31 H -1.340 -2.717 1.908
32 H -1.258 -3.835 3.669
33 H -3.117 -3.255 3.092
34 H -2.124 -4.576 1.924
35 N -1.136 -3.374 -6.526
36 C -0.614 -2.554 -7.577
37 C 0.078 -1.291 -6.868
38 C -0.050 -1.592 -5.474
39 C -0.727 -2.923 -5.281
40 H -1.622 -4.402 -6.532
41 H -0.783 -2.736 -8.568
42 H 0.621 -0.473 -7.465
43 H 0.355 -1.028 -4.683
44 H -1.168 -3.481 -4.575
45 N 0.547 5.183 4.953
46 C 0.172 4.403 3.839
47 C 0.508 5.145 2.534
48 C 1.114 6.459 2.973
49 C 1.116 6.363 4.465
50 H 0.381 4.784 5.920
51 H -0.308 3.373 3.922
52 H 0.399 4.905 1.399
53 H 1.488 7.297 2.479
54 H 1.474 6.932 5.276
55 N 5.815 -2.460 2.123
56 C 5.559 -1.163 1.834
57 C 4.598 -0.537 2.858
58 C 4.491 -1.609 3.939
59 C 5.199 -2.810 3.382
60 H 6.628 -3.066 1.671
61 H 6.119 -0.797 0.981
62 H 4.103 0.449 2.835
63 H 3.892 -1.635 4.829
64 H 5.431 -3.685 3.723
65 N -3.912 -3.407 -0.086
66 C -4.857 -2.405 -0.045
67 C -5.250 -2.328 -1.544
68 C -4.258 -3.119 -2.342
69 C -3.433 -3.908 -1.252
70 H -3.564 -3.747 0.682
71 H -5.117 -1.784 0.810
72 H -5.816 -1.847 -2.180
73 H -3.970 -3.213 -3.418
74 H -2.672 -4.749 -1.316
75 N -3.577 4.077 3.159
76 C -4.063 3.156 3.990
77 C -5.154 2.347 3.290
78 C -5.368 3.125 1.946
79 C -4.269 4.212 1.949
80 H -2.904 4.611 3.238
81 H -3.564 2.861 5.003
82 H -5.767 1.522 3.744
83 H -6.035 3.021 1.146
84 H -4.075 4.765 0.996
85 N 4.302 -1.828 -4.138
86 C 5.584 -2.096 -3.537
87 C 5.878 -1.150 -2.398
88 C 4.685 -0.147 -2.498
89 C 3.640 -0.677 -3.531
90 H 3.759 -2.536 -4.757
91 H 6.195 -2.979 -3.829
92 H 6.661 -1.037 -1.889
93 H 4.476 0.854 -1.884
94 H 2.629 -0.509 -3.910
95 N -1.474 -0.786 4.485
96 C -2.242 0.237 4.939
97 C -1.396 1.368 5.140
98 C 0.042 0.947 4.860
99 C -0.112 -0.546 4.675
100 H -1.719 -1.691 4.238
101 H -3.384 -0.075 5.098
102 H -1.839 2.081 5.700
103 H 0.850 1.576 4.926
104 H 0.479 -1.594 4.448
105 N 3.262 -3.179 0.808
106 C 1.997 -3.570 1.056
107 C 1.373 -4.023 -0.270
108 C 2.416 -3.581 -1.323
109 C 3.589 -3.094 -0.501
110 H 3.887 -2.807 1.543
111 H 1.823 -3.556 2.078
112 H 0.456 -4.402 -0.486
113 H 2.412 -3.707 -2.341
114 H 4.341 -2.723 -1.012
115 N 1.451 3.321 -4.693
116 C 0.555 2.330 -5.049
117 C -0.734 2.414 -4.308
118 C -0.604 3.734 -3.636
119 C 0.790 4.288 -3.849
120 H 2.433 3.275 -5.044
121 H 0.906 1.579 -5.801
122 H -1.601 1.836 -4.651
123 H -1.358 4.471 -3.109
124 H 1.321 5.034 -3.652

Calculated values
- HOMO-LUMO gap (eV) = 4.4
- lowest unoccupied orbital energy (eV) = -2.99

***

R has the most favorable energy; the next structure is 15.1 kcal/mol above.

***

--- P ---
C4H10N2S as an isolated structure, computed with wB97M-V/def2-TZVPD.

Positions of all 17 atoms, in Å:
1 C 1.094 1.410 -0.307
2 C 1.909 0.214 -0.308
3 C 1.400 -1.157 0.238
4 C -1.485 -1.223 0.174
5 H 1.813 2.294 -0.530
6 H 0.666 1.438 0.745
7 H 0.034 1.236 -0.739
8 H 2.759 0.325 -1.380
9 H 2.594 0.734 0.447
10 H 1.047 -0.999 1.287
11 H 2.134 -1.986 0.097
12 H -1.736 -1.510 1.362
13 H -3.857 0.838 -0.613
14 H -3.231 0.026 0.939
15 N -2.136 -0.200 -0.767
16 N -2.983 0.505 -0.085
17 S -0.022 -1.945 -0.559

Calculated values
- HOMO-LUMO gap (eV) = 8.3
- lowest unoccupied orbital energy (eV) = 0.21

***

--- Q ---
C4H10N2S as an isolated structure, computed with wB97M-V/def2-TZVPD.

Positions of all 17 atoms, in Å:
1 C 1.182 -2.407 -1.341
2 C 1.210 -1.156 -1.592
3 C -1.191 1.800 1.013
4 C -0.843 0.760 0.042
5 N 0.502 -1.176 1.415
6 N 1.698 1.092 1.031
7 S 0.775 -0.003 0.491
8 H 1.315 -3.316 -2.079
9 H 1.273 -2.684 -0.268
10 H 1.128 -0.525 -2.546
11 H -1.714 1.405 1.891
12 H -0.356 2.386 1.334
13 H -2.071 2.406 0.560
14 H -0.596 1.166 -0.913
15 H -1.555 -0.148 -0.057
16 H 0.998 -1.274 2.410
17 H 1.539 1.945 0.572

Calculated values
- HOMO-LUMO gap (eV) = 8.6
- lowest unoccupied orbital energy (eV) = 0.21

***

P has the most favorable energy; the next structure is 1.4 kcal/mol above.

***

--- P ---
One molecule with the formula H5ISi2, computed with wB97M-V/def2-TZVPD.

Positions of all 8 atoms, in Å:
1 Si 1.094 0.137 0.602
2 Si -0.859 0.060 -0.619
3 I -2.221 -1.945 -0.093
4 H 0.830 0.370 2.022
5 H 1.846 -1.113 0.472
6 H 1.911 1.231 0.078
7 H -0.728 -0.026 -2.070
8 H -1.871 1.287 -0.393

Calculated values
- HOMO-LUMO gap (eV) = 9.9
- SMILES = [SiH3][SiH2]I
- lowest unoccupied orbital energy (eV) = 0.30

***

--- Q ---
A 2-piece molecular cluster, H5ISi2 overall, computed with wB97M-V/def2-TZVPD.

Positions of all 8 atoms, in Å:
1 Si -1.837 0.393 -0.392
2 Si 3.282 -0.158 -0.028
3 I -1.160 -1.747 0.696
4 H -3.157 0.797 0.135
5 H -1.981 -0.228 -1.696
6 H -0.536 1.019 -0.302
7 H 1.784 0.020 0.011
8 H 3.604 -0.097 1.575

Calculated values
- HOMO-LUMO gap (eV) = 7.6
- lowest unoccupied orbital energy (eV) = -1.09

***

P has the most favorable energy; the next structure is 62.4 kcal/mol above.

***

--- P ---
An isolated ion of composition C2H6N3OS and charge +1, computed with wB97M-V/def2-TZVPD.

Positions of all 13 atoms, in Å:
1 C 1.557 0.410 0.001
2 C -0.498 -0.944 -0.006
3 N 0.909 -0.778 -0.323
4 N 0.751 1.472 -0.060
5 N -1.368 0.079 -0.337
6 O 2.720 0.421 0.251
7 S -2.741 0.537 0.079
8 H -0.647 -1.749 -0.685
9 H -0.603 -1.308 0.937
10 H 1.513 -1.608 -0.300
11 H 0.013 1.301 -0.740
12 H 1.290 2.336 -0.159
13 H -2.894 -0.168 1.345

Calculated values
- HOMO-LUMO gap (alpha / beta) (eV) = 5.7 / 5.7
- charge = +1
- lowest unoccupied orbital energy (alpha / beta) (eV) = -8.09 / -8.09

***

--- Q ---
An isolated ion of composition C2H6N3OS and charge +1, computed with wB97M-V/def2-TZVPD.

Positions of all 13 atoms, in Å:
1 C -0.062 -0.596 -0.215
2 C -1.255 0.225 -0.061
3 N 2.461 0.520 1.139
4 N 0.651 -1.599 -0.082
5 N 1.537 0.511 -1.307
6 O 1.877 -1.753 -0.195
7 S 2.780 0.148 -0.315
8 H -2.199 -0.322 0.015
9 H -1.412 0.831 -0.931
10 H -1.169 0.871 0.944
11 H 3.164 0.194 1.809
12 H 0.238 -2.471 0.147
13 H 1.054 1.369 -1.412

Calculated values
- HOMO-LUMO gap (alpha / beta) (eV) = 8.8 / 8.8
- charge = +1
- lowest unoccupied orbital energy (alpha / beta) (eV) = -6.20 / -6.20

***

--- R ---
An isolated ion of composition C2H6N3OS and charge +1, computed with wB97M-V/def2-TZVPD.

Positions of all 13 atoms, in Å:
1 C 0.386 0.304 0.178
2 C 1.840 0.081 0.246
3 N -0.418 -0.463 0.870
4 N -0.273 1.202 -0.478
5 N -1.911 -1.170 -0.994
6 O -1.626 1.296 -0.135
7 S -2.121 -0.314 0.235
8 H 2.257 -0.107 -0.680
9 H 1.948 -0.839 0.914
10 H 2.296 0.994 0.592
11 H 0.080 -0.930 1.655
12 H 0.195 1.692 -1.160
13 H -2.652 -1.745 -1.243

Calculated values
- HOMO-LUMO gap (eV) = 11.2
- charge = +1
- lowest unoccupied orbital energy (eV) = -4.15

***

P has the most favorable energy; the next structure is 5.7 kcal/mol above.